Entry 1:
Computed, not measured: a molecular structure, C39H41N4O8PReS4, with ωB97M-V with the def2-TZVPD basis set.

Geometry as XYZ:
```
98
Properties=species:S:1:pos:R:3:forces:R:3:mulliken_charge:R:1
Re 1.9500 0.7475 0.5956 -1.1 -0.7 -0.6 1.222
O 1.3801 3.6980 -2.4736 0.1 -0.1 0.0 -0.475
C 1.8276 2.6336 -1.8860 -0.1 -0.1 0.1 0.822
O 1.3899 2.2836 -0.7763 0.1 0.1 -0.2 -0.306
C 2.8449 1.8998 -2.7160 0.0 0.0 0.0 -1.010
O 3.5300 0.8792 -2.0321 -0.2 -0.1 0.1 -0.355
C 4.7827 1.2839 -1.5278 0.0 -0.1 0.0 -0.390
C 4.6082 2.0782 -0.2532 0.2 0.2 0.0 0.537
O 5.2205 3.0446 0.0634 -0.1 0.0 0.1 -0.503
O 3.6708 1.5177 0.5646 -0.3 -0.1 0.1 -0.691
H 0.5596 3.9975 -2.0327 -0.3 0.0 0.1 0.322
H 3.5164 2.6243 -3.1827 0.1 0.0 0.1 0.555
H 2.2593 1.4450 -3.5098 0.0 0.0 -0.2 0.288
H 5.3498 1.8780 -2.2439 0.0 0.0 0.0 0.364
H 5.3406 0.3741 -1.3011 0.0 0.0 0.0 0.303
C -4.3558 -2.8491 2.9163 0.0 0.0 0.0 -1.481
C -3.5027 -1.6596 2.5872 0.0 0.0 0.0 0.773
C -2.4434 -1.2871 3.4233 0.0 0.0 0.0 -0.830
C -1.6543 -0.1940 3.1298 0.0 0.0 0.1 -0.668
C -1.9332 0.5316 1.9750 0.0 0.0 -0.1 0.830
C -2.9693 0.1838 1.1154 0.1 -0.1 -0.1 -0.578
C -3.7520 -0.9121 1.4369 0.0 0.0 0.0 -0.645
S -0.9790 1.9117 1.4937 0.3 0.1 -0.3 0.609
C -1.0894 2.9984 2.9002 0.0 0.0 0.0 -1.260
O 0.5121 1.3896 1.7461 0.4 0.0 0.5 -0.210
H -4.1789 -3.2004 3.9308 0.0 0.0 0.0 0.385
H -4.1454 -3.6732 2.2312 0.0 0.0 0.0 0.304
H -5.4135 -2.6072 2.8152 0.0 0.0 0.0 0.394
H -2.2498 -1.8612 4.3211 0.0 0.0 0.0 0.414
H -0.8286 0.0838 3.7765 0.0 0.0 0.0 0.303
H -3.1451 0.7590 0.2120 0.0 0.0 0.0 0.416
H -4.5698 -1.1929 0.7847 0.0 0.0 0.0 0.485
H -0.6861 2.4916 3.7758 0.0 0.0 0.0 0.320
H -2.1438 3.2375 3.0368 0.0 0.0 0.0 0.499
H -0.5250 3.8989 2.6651 0.0 0.0 0.0 0.466
C 4.8029 -0.4689 2.2377 0.0 0.0 0.0 -1.433
P 2.9912 -0.6042 2.3557 0.1 -0.1 0.3 2.025
C 2.7138 -2.3977 2.3049 0.0 0.0 -0.1 0.605
C 3.2872 -3.1007 1.2461 0.0 0.0 0.0 -0.940
C 3.0475 -4.4573 1.0923 0.0 0.0 0.0 -0.785
C 2.2292 -5.1230 1.9938 0.0 0.0 0.0 -0.632
C 1.6480 -4.4283 3.0460 0.0 0.0 0.0 -0.962
C 1.8842 -3.0707 3.2004 0.0 0.0 0.0 -0.238
C 2.6845 -0.0528 4.0566 0.0 0.0 0.0 0.532
C 2.2368 1.2447 4.3003 0.0 0.0 0.0 -0.256
C 2.1338 1.7204 5.6000 0.0 0.0 0.0 -0.792
C 2.4804 0.9057 6.6672 0.0 0.0 0.0 -0.655
C 2.9558 -0.3777 6.4330 0.0 0.0 0.0 -0.809
C 3.0680 -0.8526 5.1365 0.0 0.0 0.0 -0.536
H 5.2438 -1.1253 2.9869 0.0 0.0 0.0 0.467
H 5.0918 0.5615 2.4362 0.0 0.0 0.0 0.467
H 5.1611 -0.7551 1.2498 0.0 0.0 0.0 0.404
H 3.9224 -2.5951 0.5271 0.0 0.0 0.0 0.312
H 3.5047 -4.9946 0.2721 0.0 0.0 0.0 0.478
H 2.0503 -6.1840 1.8803 0.0 0.0 0.0 0.440
H 1.0160 -4.9468 3.7554 0.0 0.0 0.0 0.457
H 1.4183 -2.5405 4.0219 0.0 0.0 0.0 0.574
H 1.9896 1.9007 3.4777 0.0 0.0 0.0 0.487
H 1.8009 2.7349 5.7784 0.0 0.0 0.0 0.451
H 2.4010 1.2765 7.6806 0.0 0.0 0.0 0.429
H 3.2542 -1.0063 7.2616 0.0 0.0 0.0 0.453
H 3.4677 -1.8448 4.9706 0.0 0.0 0.0 0.487
N -5.0571 -2.4983 -4.6969 0.0 -0.1 0.0 -0.464
C -3.8129 -1.9881 -4.5243 0.1 0.0 0.0 1.169
C -3.6320 -0.7357 -3.9039 0.0 0.0 0.0 -1.252
C -2.3710 -0.2152 -3.7389 0.1 0.0 0.0 0.493
C -1.2612 -0.9417 -4.1728 0.0 -0.1 0.0 -1.382
C -1.4189 -2.1852 -4.7825 0.0 0.0 0.0 -0.129
C -2.6806 -2.7041 -4.9543 -0.1 0.0 0.0 -0.891
S 0.3311 -0.2838 -3.9904 0.1 0.1 0.4 1.812
O 0.3420 1.0707 -4.4892 -0.2 0.1 0.0 -0.840
O 1.3040 -1.2131 -4.4729 0.0 -0.1 -0.1 -0.765
N 0.6539 -0.0815 -2.3642 0.0 0.0 -0.2 0.021
C 0.3139 -0.8923 -1.4482 -0.3 -0.1 0.2 -0.239
S -0.7505 -2.3122 -1.5477 0.2 0.2 -0.2 -0.048
C -0.5552 -2.5958 0.1480 0.1 0.1 0.2 -0.281
C 0.2318 -1.6935 0.7273 -0.2 -0.3 0.1 -1.137
N 0.7630 -0.7129 -0.1150 0.9 0.7 0.0 0.721
H -5.8713 -1.9556 -4.4783 0.0 0.0 0.0 0.204
H -5.1954 -3.3478 -5.2132 0.0 0.0 0.0 0.203
H -4.4977 -0.1766 -3.5693 0.0 0.0 0.0 0.401
H -2.2338 0.7436 -3.2468 0.0 -0.1 0.0 0.080
H -0.5474 -2.7306 -5.1197 0.0 0.0 0.0 0.553
H -2.8087 -3.6633 -5.4400 0.0 0.0 0.0 0.341
H -1.0548 -3.4087 0.6503 0.0 0.0 -0.1 0.487
H 0.4307 -1.6599 1.7808 0.0 0.1 0.0 0.484
S -1.7359 2.8403 -1.7525 0.0 0.2 0.2 -0.124
C -2.5408 3.5301 -3.0853 0.0 0.0 -0.2 0.333
N -2.1289 3.1984 -4.3385 0.0 -0.1 0.0 0.157
C -2.6675 3.6775 -5.4826 0.0 0.0 -0.1 -0.206
C -3.7017 4.5605 -5.4345 0.0 0.0 0.0 -0.848
C -4.1806 4.9389 -4.1684 0.0 0.0 0.0 -0.125
C -3.6200 4.4356 -3.0237 0.0 0.0 0.1 -0.837
H -1.3707 2.5227 -4.3947 0.2 0.0 0.0 0.084
H -2.2246 3.3149 -6.3989 0.0 0.0 0.0 0.485
H -4.1308 4.9492 -6.3449 0.0 0.0 0.0 0.438
H -5.0032 5.6388 -4.0975 0.0 0.0 0.0 0.432
H -3.9796 4.7224 -2.0468 0.0 0.0 0.0 0.428
```
Positions in Å, forces in eV/Å.

The spin multiplicity is 2. Its electronic energy is -4343.6175 hartree. Its expectation value of S² is 0.762. The calculation puts the energy above the lowest of the compared OMol25 structures with the same formula, charge and spin at 67.4 kJ/mol. The HOMO energy (alpha / beta) comes out at -0.456 / -0.456 Eh. The total charge is +2.

=====

Entry 2:
Computed, not measured: a molecular structure, C39H42AsBCoN6, with ωB97M-V with the def2-TZVPD basis set.

Geometry as XYZ:
```
90
Properties=species:S:1:pos:R:3:forces:R:3:mulliken_charge:R:1
Co 0.2494 -0.5537 -0.3775 -0.2 0.0 -0.1 -0.095
C -0.7111 1.1540 3.5067 -0.1 0.0 -0.1 -0.975
C 0.0720 -0.1037 3.3363 0.0 -0.1 -0.1 0.642
C 0.5662 -0.8643 4.4030 0.1 0.0 -0.1 -1.826
C 1.2503 -1.9056 3.8196 0.0 0.0 0.1 0.969
C 1.9829 -3.0252 4.4768 0.0 0.0 0.0 -1.357
N 1.1459 -1.7607 2.4860 0.1 0.0 0.0 -0.300
N 0.4166 -0.6553 2.1699 -0.1 0.2 0.1 1.128
B 1.7612 -2.6714 1.4159 -0.1 0.0 0.0 -0.864
N 2.7238 -1.8396 0.5434 0.1 0.0 0.0 0.504
N 2.2834 -0.7386 -0.1014 -0.1 0.2 -0.1 1.138
C 3.3317 -0.1502 -0.6683 -0.1 0.0 0.1 0.367
C 3.1848 1.0908 -1.4819 0.0 0.0 0.0 -0.990
C 4.4860 -0.8801 -0.3687 -0.1 -0.1 0.0 -1.817
C 4.0561 -1.9458 0.3996 0.0 0.0 0.0 1.028
C 4.8554 -3.0508 0.9965 0.0 0.0 0.0 -1.415
N 0.6227 -3.2970 0.5877 0.0 -0.1 0.0 0.666
N -0.3251 -2.5112 0.0277 0.0 0.3 0.0 0.717
C -1.2549 -3.3031 -0.4909 0.0 0.0 0.0 0.493
C -2.4316 -2.7606 -1.2247 0.0 0.0 0.0 -1.312
C -0.9080 -4.6375 -0.2593 0.1 0.1 0.1 -1.713
C 0.2914 -4.5899 0.4278 0.0 0.0 0.0 0.988
C 1.1254 -5.7135 0.9380 0.0 0.0 0.0 -1.324
H -1.0690 1.2135 4.5340 0.0 0.0 0.0 0.437
H -1.5802 1.1999 2.8542 0.0 0.0 -0.1 0.123
H -0.0967 2.0323 3.3224 0.0 0.1 -0.1 0.073
H 0.4399 -0.6734 5.4522 0.0 0.0 0.1 0.511
H 1.8930 -2.9298 5.5565 0.0 0.0 0.0 0.354
H 3.0417 -3.0171 4.2197 0.0 0.0 0.0 0.204
H 1.5797 -3.9932 4.1832 0.0 -0.1 0.0 0.218
H 2.3828 -3.5434 1.9354 0.0 -0.1 0.0 -0.128
H 2.1355 1.2581 -1.7329 0.0 0.0 0.0 -0.048
H 3.7362 1.0071 -2.4189 0.0 0.0 0.0 0.380
H 3.5703 1.9604 -0.9460 0.0 0.0 0.0 0.327
H 5.4928 -0.6723 -0.6777 0.1 0.0 0.0 0.544
H 5.8942 -2.9562 0.6888 0.0 0.0 0.0 0.370
H 4.4881 -4.0237 0.6757 0.0 -0.1 0.0 0.235
H 4.8156 -3.0244 2.0844 0.0 0.0 0.1 0.231
H -2.6580 -1.7446 -0.8986 0.0 0.0 0.0 -0.011
H -3.3093 -3.3825 -1.0553 0.0 0.0 0.0 0.460
H -2.2324 -2.7246 -2.2961 0.0 0.0 0.0 0.209
H -1.4525 -5.5152 -0.5528 -0.1 -0.1 0.0 0.521
H 0.6809 -6.6612 0.6411 0.0 0.0 0.0 0.368
H 1.1984 -5.6926 2.0253 0.0 0.0 0.0 0.211
H 2.1378 -5.6681 0.5373 0.0 0.0 0.0 0.232
C -0.1274 -0.9436 -5.2229 0.0 0.0 0.0 -0.747
C -1.2164 -0.5100 -4.4819 0.0 0.0 0.0 -0.791
C -1.0988 -0.3548 -3.1077 -0.1 0.1 0.1 0.239
C 0.0846 -0.6120 -2.4105 0.0 0.0 0.1 0.474
C 1.1557 -1.0634 -3.1917 0.0 0.0 0.0 -0.157
C 1.0613 -1.2262 -4.5676 0.0 0.0 -0.1 -0.696
H -0.2059 -1.0645 -6.2956 0.0 0.0 0.0 0.364
H -2.1565 -0.2899 -4.9733 0.0 0.0 0.0 0.457
H -1.9854 -0.0276 -2.5643 0.0 0.0 0.0 0.720
H 2.1039 -1.3058 -2.7195 0.0 0.0 0.0 0.266
H 1.9190 -1.5767 -5.1293 0.0 0.0 0.0 0.429
C -1.4842 3.8875 -4.3914 0.0 0.0 0.0 -0.558
C -2.6024 3.2864 -3.8354 0.0 0.0 0.0 -0.880
C -2.5222 2.6848 -2.5895 0.0 -0.1 0.1 -0.533
C -1.3252 2.6886 -1.8836 0.0 0.0 0.0 0.744
C -0.2088 3.3007 -2.4417 0.0 0.0 0.0 -0.454
C -0.2867 3.8937 -3.6923 0.0 0.0 0.0 -0.874
As -1.0912 1.7460 -0.1960 0.1 -0.1 -0.1 1.142
C -0.2675 3.1853 0.8076 0.0 -0.1 0.1 0.131
C -0.9607 4.2564 1.3540 -0.1 0.0 0.0 -0.328
C -0.2774 5.2395 2.0518 0.0 0.0 0.0 -0.708
C 1.1009 5.1630 2.1978 0.0 0.0 0.0 -0.654
C 1.7974 4.0969 1.6494 0.0 0.0 0.0 -0.732
C 1.1118 3.1056 0.9617 0.0 -0.1 0.0 0.209
C -2.9106 1.5799 0.4527 0.1 0.1 0.0 0.611
C -3.8724 2.5821 0.3567 0.0 0.1 0.0 -0.563
C -5.1524 2.3691 0.8441 0.0 0.0 0.0 -1.005
C -5.4842 1.1505 1.4198 0.0 0.0 0.0 -0.692
C -4.5355 0.1437 1.5059 0.0 0.0 0.0 -1.021
C -3.2530 0.3576 1.0226 0.1 -0.1 0.0 -0.744
H -1.5446 4.3473 -5.3681 0.0 0.0 0.0 0.397
H -3.5393 3.2757 -4.3766 0.0 0.0 0.0 0.409
H -3.3979 2.1965 -2.1779 0.0 0.0 0.0 0.362
H 0.7318 3.3182 -1.9012 0.0 0.0 0.0 0.266
H 0.5904 4.3587 -4.1218 0.0 0.0 0.0 0.435
H -2.0375 4.3245 1.2532 0.1 0.0 0.0 0.218
H -0.8219 6.0676 2.4835 0.0 0.0 0.0 0.433
H 1.6296 5.9321 2.7441 0.0 0.0 0.0 0.386
H 2.8705 4.0258 1.7700 0.0 0.0 0.0 0.445
H 1.6505 2.2481 0.5706 0.0 0.0 0.0 0.166
H -3.6292 3.5275 -0.1158 0.0 0.0 0.0 0.456
H -5.8940 3.1529 0.7687 0.0 0.0 0.0 0.422
H -6.4847 0.9856 1.7956 0.0 0.0 0.0 0.391
H -4.7897 -0.8098 1.9483 0.0 0.0 0.0 0.477
H -2.5072 -0.4296 1.1032 0.0 0.0 0.0 0.620
```
Positions in Å, forces in eV/Å.

The spin multiplicity is 4. Its electronic energy is -5483.3717 hartree. Its expectation value of S² is 3.759. The HOMO energy (alpha / beta) comes out at -0.262 / -0.297 Eh. The total charge is 0.